12
Properties=species:S:1:pos:R:3:forces:R:3 method="wB97M-V/def2-TZVPD" e_above_lowest_kcal_mol=53.83 total_charge=0 homo_lumo_gap_ev="7.76 / 6.78"
C -1.520 1.957 0.091 0.3 -1.7 0.2
C 0.212 0.233 0.265 -0.2 -0.7 0.5
C -0.897 -0.839 0.037 -0.1 1.0 -0.4
N -0.317 1.571 -0.105 2.2 -1.4 -0.8
N -2.054 -0.392 0.730 -0.2 1.9 0.9
S -2.540 3.108 0.021 -1.1 1.0 -0.1
I -3.908 -0.607 -0.043 0.4 -0.1 -0.2
H 0.313 0.297 1.407 0.6 -0.4 -1.7
H 1.178 -0.019 -0.371 -1.9 0.7 1.7
H -1.123 -1.062 -1.000 0.5 -0.1 -0.5
H -0.513 -1.694 0.553 0.3 -1.0 0.2
H 0.446 2.018 -0.616 -0.9 1.0 0.1